C18H29AlN3O3 | the ωB97M-V functional and the def2-TZVPD basis

```
54
C18H29AlN3O3 the ωB97M-V functional and the def2-TZVPD basis
C 3.804 -2.325 0.867
C 3.177 -3.108 -0.289
O 2.975 -4.461 0.001
C 1.622 -4.823 0.350
C 0.971 -4.059 1.478
Al -0.693 -4.963 2.270
N -0.518 -5.233 4.112
C -2.097 -3.457 2.083
C -2.261 -3.272 0.667
O -2.865 -3.934 -0.142
O -1.491 -2.188 0.144
H 4.388 -3.006 1.482
H 4.409 -1.494 0.502
H 3.023 -1.906 1.504
H 3.839 -3.046 -1.160
H 2.235 -2.623 -0.592
H 1.678 -5.885 0.587
H 1.016 -4.738 -0.563
H 0.687 -3.061 1.098
H 1.696 -3.867 2.275
H -1.083 -6.294 1.473
H 0.147 -5.962 4.345
H -0.175 -4.386 4.555
H -3.016 -3.694 2.612
H -1.611 -2.601 2.551
H -0.560 -2.383 0.324
C -1.220 8.084 0.581
N -1.070 6.697 0.077
C -2.034 6.183 -0.706
C -1.925 4.913 -1.217
C -0.798 4.148 -0.926
C 0.179 4.699 -0.102
C 0.017 5.975 0.387
C -0.634 2.780 -1.477
C 0.485 2.445 -2.236
C 0.631 1.154 -2.689
N -0.286 0.220 -2.403
C -1.382 0.522 -1.694
C -1.583 1.799 -1.222
C -0.105 -1.188 -2.829
H -2.152 8.156 1.135
H -1.229 8.763 -0.267
H -0.385 8.316 1.231
H -2.883 6.820 -0.911
H -2.716 4.534 -1.849
H 1.062 4.140 0.175
H 0.748 6.441 1.031
H 1.244 3.175 -2.479
H 1.483 0.840 -3.272
H -2.071 -0.290 -1.487
H -2.466 2.000 -0.632
H -0.970 -1.490 -3.413
H -0.036 -1.784 -1.921
H 0.799 -1.286 -3.420
```

Output
**Electronic energy**: -36337.325 eV
**Maximum force**: 1.1 eV/Å
**2S+1**: 1
**Highest occupied orbital energy**: -8.38 eV
**Net charge**: +1

These are the natural (NBO) partial charges, in e, on atoms 1 to 4: -0.640, -0.049, -0.551, -0.068